The following is a DFT calculation (ωB97M-V/def2-TZVPD) of a 8-piece molecular cluster, C28H72F8N7O19PS8 overall at a distorted geometry.

Geometry as XYZ:
```
143
Properties=species:S:1:pos:R:3
C 1.460 7.048 -4.932
C 1.153 6.742 -3.488
C 2.373 6.651 -2.570
O 3.300 5.748 -3.184
C 2.902 4.394 -3.278
N 0.258 7.946 -3.107
H -0.094 7.765 -2.178
H 0.680 8.863 -3.116
H -0.544 8.101 -3.701
H 2.156 7.854 -5.163
H 0.528 7.216 -5.471
H 1.813 6.157 -5.451
H 0.559 5.828 -3.491
H 2.213 6.346 -1.536
H 2.853 7.627 -2.484
H 2.526 4.008 -2.331
H 3.772 3.924 -3.737
H 2.097 4.181 -3.983
C 1.083 -2.142 -3.836
C 1.588 -3.208 -4.937
C 0.797 -4.522 -5.124
O -0.561 -4.044 -5.274
C -1.411 -5.098 -5.495
N 1.769 -2.579 -6.277
H 2.383 -3.113 -6.876
H 0.914 -2.449 -6.799
H 2.325 -1.736 -6.278
H 1.011 -1.127 -4.228
H 1.757 -2.212 -2.983
H 0.041 -2.271 -3.541
H 2.629 -3.394 -4.675
H 0.848 -5.160 -4.241
H 1.085 -5.092 -6.007
H -2.362 -4.579 -5.376
H -1.365 -5.798 -4.660
H -1.233 -5.623 -6.433
C 2.994 -2.791 0.240
C 3.081 -1.398 0.724
C 3.733 -0.528 -0.218
O 3.039 -0.571 -1.474
C 3.373 0.354 -2.564
N 1.709 -0.946 1.133
H 1.405 -1.734 1.687
H 1.592 -0.204 1.808
H 0.924 -0.935 0.498
H 4.029 -3.127 0.181
H 2.435 -3.050 -0.660
H 2.549 -3.403 1.024
H 3.627 -1.348 1.665
H 4.748 -0.917 -0.297
H 3.981 0.410 0.279
H 4.226 -0.018 -3.131
H 3.578 1.412 -2.400
H 2.504 0.444 -3.216
C -7.988 -2.628 3.683
C -7.301 -1.959 2.524
C -6.053 -1.357 3.057
C -4.834 -1.216 2.106
P -3.335 -0.777 2.945
C -2.813 -2.099 4.063
C -3.128 -1.865 5.601
C -2.670 -3.134 6.324
C -3.261 -3.222 7.774
C -3.523 0.810 3.776
C -4.149 1.949 2.895
C -5.095 2.937 3.672
C -5.001 4.383 3.038
C -1.929 -0.633 1.813
C -1.916 0.467 0.694
C -0.956 0.236 -0.512
C -1.689 0.374 -1.826
H -8.373 -2.009 4.493
H -7.389 -3.433 4.109
H -8.903 -3.052 3.268
H -7.921 -1.148 2.142
H -7.166 -2.626 1.673
H -5.658 -1.926 3.898
H -6.308 -0.436 3.581
H -5.189 -0.488 1.376
H -4.540 -2.020 1.430
H -1.723 -2.113 4.075
H -3.229 -3.061 3.765
H -4.215 -1.898 5.664
H -2.779 -0.879 5.906
H -1.595 -3.241 6.469
H -3.072 -4.020 5.832
H -2.529 -3.793 8.346
H -4.229 -3.722 7.750
H -3.322 -2.244 8.253
H -2.548 1.152 4.123
H -3.965 0.615 4.753
H -4.835 1.617 2.116
H -3.345 2.268 2.232
H -4.868 3.105 4.725
H -6.137 2.622 3.736
H -4.027 4.872 3.051
H -5.601 4.986 3.719
H -5.445 4.388 2.042
H -1.779 -1.581 1.294
H -0.976 -0.482 2.320
H -1.544 1.358 1.201
H -2.943 0.651 0.376
H -0.480 -0.731 -0.351
H -0.226 1.043 -0.577
H -0.864 0.383 -2.538
H -2.158 1.357 -1.784
H -2.309 -0.486 -2.081
N 8.740 0.368 -0.248
S 8.338 -1.195 0.315
O 7.062 -1.450 0.844
O 9.469 -2.030 0.737
F 8.139 -1.699 -1.227
S 8.077 1.076 0.914
O 8.378 0.808 2.314
O 6.726 1.472 0.680
F 8.934 2.414 0.592
N 1.325 1.272 2.755
S 1.138 1.147 4.410
O -0.223 0.737 4.847
O 1.743 2.089 5.337
F 1.994 -0.257 4.550
S 1.137 2.777 2.658
O 2.322 3.579 2.938
O -0.126 3.323 3.014
F 1.031 2.847 1.084
N 2.718 0.005 -6.821
S 1.915 1.211 -6.509
O 1.298 1.690 -7.731
O 2.257 2.168 -5.441
F 0.688 0.439 -5.868
S 4.251 0.814 -6.767
O 4.995 0.862 -5.583
O 4.369 1.929 -7.706
F 5.084 -0.315 -7.526
N 0.223 -3.084 2.464
S 0.773 -4.029 3.414
O 2.205 -4.352 3.211
O 0.024 -5.096 4.077
F 0.884 -3.151 4.710
S -0.541 -4.303 1.527
O -1.969 -4.460 1.758
O 0.261 -5.427 1.112
F -0.642 -3.370 0.115
```

Relative energy (zero: lowest compared OMol25 entry of this formula, charge and spin) (kJ/mol): 795.8
Frontier orbital gap (eV): 5.8